No. 1
The following is a quantum chemistry calculation of 5 unconnected molecules or ions with the total composition C22H34Br2F3NO5PS in a non-equilibrium geometry, from the OMol25 dataset.

Element x y z (Å)
C -0.652 1.483 4.372
C 0.413 0.873 3.500
Br 2.186 1.092 4.196
C 0.191 0.230 2.355
Br -1.562 0.009 1.643
C 1.281 -0.377 1.568
C 2.366 0.278 1.078
C 3.357 -0.374 0.380
P 4.821 0.558 -0.217
S 6.180 0.541 1.161
C 3.222 -1.757 0.175
C 4.261 -2.619 -0.532
O 4.661 -3.710 0.302
C 5.680 -3.407 1.155
F 6.030 -4.550 1.755
F 5.292 -2.580 2.131
F 6.758 -2.936 0.543
C 2.108 -2.365 0.645
N 1.181 -1.683 1.312
H -0.691 0.866 5.277
H -1.617 1.540 3.883
H -0.278 2.459 4.691
H 2.440 1.342 1.269
H 5.262 -0.050 -1.412
H 4.470 1.886 -0.532
H 3.813 -3.074 -1.419
H 5.088 -2.009 -0.891
H 1.949 -3.425 0.491
H 0.366 -2.189 1.646
C 3.811 -8.044 -0.603
C 5.066 -7.631 -1.336
O 5.308 -8.035 -2.448
C 6.002 -6.689 -0.617
H 3.232 -8.717 -1.231
H 4.072 -8.561 0.322
H 3.205 -7.165 -0.375
H 6.356 -7.146 0.308
H 5.487 -5.753 -0.392
H 6.858 -6.477 -1.254
C -1.452 2.608 -2.533
C -0.595 2.389 -1.320
O -0.179 1.286 -1.020
C -0.271 3.601 -0.483
H -1.608 1.659 -3.043
H -2.420 3.014 -2.239
H -0.960 3.299 -3.217
H -1.191 4.047 -0.102
H 0.271 4.334 -1.081
H 0.352 3.304 0.361
C -5.877 4.748 -4.740
C -4.932 4.281 -3.661
O -3.789 4.683 -3.611
C -5.476 3.297 -2.657
H -5.362 5.450 -5.392
H -6.215 3.898 -5.334
H -6.736 5.249 -4.291
H -5.797 2.386 -3.167
H -6.315 3.735 -2.122
H -4.702 3.043 -1.938
C -7.588 2.138 1.728
C -6.415 2.973 1.279
O -6.302 3.339 0.132
C -5.387 3.333 2.325
H -8.246 1.954 0.881
H -7.238 1.180 2.117
H -8.148 2.666 2.501
H -4.943 2.425 2.739
H -5.853 3.912 3.123
H -4.602 3.933 1.867

Computed properties:
Largest force on an atom, eV/Å: 1.8
DFT total energy, hartree: -7476.56911
Net charge: +1

No. 2
The following is a quantum chemistry calculation of a molecular structure, C22H34KO12S4 in a non-equilibrium geometry, from the OMol25 dataset.

Element x y z (Å)
K 0.874 0.548 0.051
C -2.635 3.677 1.267
C -1.572 2.900 0.609
C -1.737 2.502 -0.989
O -0.954 1.660 -1.530
C -2.846 2.986 -1.672
C -3.787 3.681 -1.003
C -3.722 4.019 0.522
O -4.634 4.727 1.149
O -4.663 4.094 -1.824
O -0.503 2.657 1.256
H -2.733 3.688 2.342
H -2.855 2.719 -2.718
C -1.585 -1.288 -4.712
C -0.066 -1.028 -4.792
C 0.561 -1.844 -3.628
S -0.698 -2.233 -2.343
O -0.167 -1.615 -1.120
O -1.093 -3.622 -2.381
C -2.021 -1.228 -3.200
H -1.894 -2.249 -5.124
H -2.056 -0.551 -5.362
H 0.213 0.015 -4.639
H 0.402 -1.314 -5.734
H 1.438 -1.393 -3.165
H 0.908 -2.804 -4.011
H -1.808 -0.222 -2.839
H -3.026 -1.579 -2.965
C 4.080 4.836 0.036
C 2.968 4.986 1.106
C 3.155 4.060 2.312
S 4.202 2.738 1.671
O 3.368 1.760 0.945
O 5.076 2.258 2.775
C 5.135 3.861 0.468
H 4.552 5.779 -0.239
H 3.617 4.546 -0.908
H 2.020 4.780 0.609
H 2.949 6.019 1.454
H 2.364 3.548 2.859
H 3.833 4.499 3.044
H 5.743 3.216 -0.166
H 5.847 4.400 1.094
C 1.099 -4.944 0.613
C 2.582 -5.130 0.304
C 3.400 -3.869 0.421
S 2.471 -2.956 1.727
O 2.347 -1.520 1.410
O 2.923 -3.404 3.035
C 0.836 -3.795 1.504
H 0.549 -5.792 1.022
H 0.729 -4.710 -0.386
H 2.730 -5.809 -0.535
H 2.982 -5.770 1.090
H 3.479 -3.372 -0.546
H 4.440 -3.938 0.741
H 0.112 -3.177 0.973
H 0.495 -3.924 2.531
C -4.045 -0.077 1.550
C -4.259 -1.615 1.320
C -2.883 -2.200 1.222
S -1.799 -1.400 2.482
O -0.652 -0.878 1.744
O -1.671 -2.280 3.672
C -2.988 -0.019 2.755
H -4.953 0.513 1.678
H -3.492 0.287 0.685
H -4.747 -1.728 0.351
H -4.871 -2.163 2.037
H -2.446 -1.741 0.335
H -2.663 -3.264 1.125
H -2.510 0.933 2.986
H -3.444 -0.447 3.648

Computed properties:
Largest force on an atom, eV/Å: 5.2
DFT total energy, hartree: -3954.21301
Net charge: -1

| no. | HOMO energy (eV) |
| --- | --- |
| 1 | -11.11 |
| 2 | -3.31 |